DFT (the ωB97M-V functional and the def2-TZVPD basis) results for C40H38N4PPd as an isolated structure.

XYZ file:
```
84
Properties=species:S:1:pos:R:3:lowdin_charge:R:1
Pd -0.52 0.81 -0.01 0.7036
C 2.23 -4.91 -3.36 0.0003
C 2.14 -5.35 -1.94 -0.1391
C 2.53 -6.60 -1.53 0.0242
C 2.45 -6.99 -0.20 0.0552
C 1.98 -6.09 0.80 0.0052
C 1.57 -4.84 0.44 0.0032
C 1.63 -4.45 -0.93 -0.1269
N 1.29 -3.20 -1.33 0.2071
C 0.47 -2.22 -0.74 -0.2695
N -0.52 -2.72 0.09 0.1779
C -1.57 -2.13 0.73 -0.1300
C -1.79 -0.70 0.74 -0.0992
C -2.95 -0.31 1.36 -0.0866
C -3.83 -1.21 1.98 0.0432
C -3.57 -2.59 1.99 0.0121
C -2.46 -3.08 1.38 -0.1666
C -2.18 -4.56 1.35 -0.0161
N 0.56 -0.99 -1.08 0.1236
C 1.60 -0.62 -2.00 -0.2925
C 2.94 -0.70 -1.61 -0.0410
C 3.94 -0.29 -2.48 -0.0492
C 3.59 0.18 -3.74 -0.0365
C 2.25 0.26 -4.12 -0.0174
C 1.23 -0.13 -3.25 -0.2454
C -0.21 -0.04 -3.67 -0.0218
H 2.52 -5.74 -4.00 0.1062
H 3.00 -4.14 -3.49 0.1113
H 1.28 -4.51 -3.73 0.1044
H 2.91 -7.30 -2.27 0.1427
H 2.77 -7.98 0.09 0.1412
H 1.97 -6.40 1.83 0.1363
H 1.27 -4.13 1.20 0.1275
H 1.69 -2.89 -2.21 0.1431
H -0.54 -3.74 0.12 0.1013
H -3.23 0.74 1.38 0.0610
H -4.73 -0.84 2.46 0.1349
H -4.26 -3.26 2.48 0.1374
H -2.95 -5.10 1.89 0.1045
H -1.22 -4.80 1.82 0.0911
H -2.17 -4.95 0.33 0.1063
H 3.19 -1.04 -0.61 0.1252
H 4.97 -0.33 -2.18 0.1214
H 4.36 0.50 -4.43 0.1241
H 1.99 0.62 -5.10 0.1296
H -0.32 0.62 -4.53 0.0940
H -0.85 0.33 -2.87 0.0578
H -0.61 -1.02 -3.96 0.0936
N 1.15 2.27 -1.15 0.0497
C 0.97 3.68 -0.95 -0.3109
C 1.36 4.61 -1.90 -0.0043
C 1.13 5.96 -1.68 -0.0247
C 0.52 6.40 -0.51 -0.0360
C 0.11 5.47 0.43 -0.0580
C 0.34 4.11 0.22 -0.3121
P -0.39 2.84 1.24 1.0692
C -2.17 2.97 1.05 -0.3718
C -2.66 2.83 -0.25 -0.1108
C -4.03 2.79 -0.48 -0.0455
C -4.90 2.93 0.59 -0.0327
C -4.41 3.10 1.89 -0.0402
C -3.05 3.10 2.13 -0.0733
C 0.09 2.93 2.95 -0.3607
C -0.40 1.96 3.83 -0.1054
C -0.03 2.00 5.17 -0.0508
C 0.83 2.99 5.62 -0.0317
C 1.33 3.95 4.74 -0.0388
C 0.97 3.92 3.41 -0.0615
H 1.93 1.94 -0.58 0.1032
H 1.40 2.08 -2.11 0.0818
H 1.85 4.29 -2.81 0.1233
H 1.44 6.68 -2.42 0.1259
H 0.35 7.45 -0.34 0.1245
H -0.41 5.80 1.33 0.1248
H -1.98 2.83 -1.10 0.1026
H -4.42 2.69 -1.48 0.1221
H -5.97 2.93 0.42 0.1245
H -5.10 3.26 2.71 0.1249
H -2.67 3.23 3.13 0.1137
H -1.06 1.18 3.48 0.0978
H -0.42 1.26 5.86 0.1176
H 1.11 3.02 6.66 0.1236
H 2.00 4.71 5.10 0.1232
H 1.36 4.66 2.73 0.1046
```

Summary:
- <S²>: 6.06
- Kohn-Sham gap (alpha / beta): 6.86 / 4.59 eV
- Net charge: +3
- Calculated total energy: -2234.329726 Eh
- E_LUMO (alpha / beta): -7.9570 / -11.4663 eV
- 2S+1: 5